(1)
{"formula": "C42H93B4BaF16N5NaO2", "method": "ωB97M-V/def2-TZVPD", "charge": 3, "symbols": ["Na", "Ba", "C", "C", "C", "N", "C", "C", "C", "C", "C", "H", "H", "H", "H", "H", "H", "H", "H", "H", "H", "H", "H", "H", "H", "H", "H", "H", "H", "C", "C", "C", "N", "C", "C", "C", "C", "C", "H", "H", "H", "H", "H", "H", "H", "H", "H", "H", "H", "H", "H", "H", "H", "H", "H", "H", "C", "C", "C", "N", "C", "C", "C", "C", "C", "H", "H", "H", "H", "H", "H", "H", "H", "H", "H", "H", "H", "H", "H", "H", "H", "H", "H", "C", "C", "C", "N", "C", "C", "C", "C", "C", "H", "H", "H", "H", "H", "H", "H", "H", "H", "H", "H", "H", "H", "H", "H", "H", "H", "H", "C", "C", "C", "N", "C", "C", "C", "C", "C", "H", "H", "H", "H", "H", "H", "H", "H", "H", "H", "H", "H", "H", "H", "H", "H", "H", "H", "B", "F", "F", "F", "F", "B", "F", "F", "F", "F", "B", "F", "F", "F", "F", "B", "F", "F", "F", "F", "C", "C", "O", "O", "H", "H", "H"], "xyz": [[-19.993, -10.364, -7.169], [-18.427, -13.746, -7.564], [-12.878, -9.923, -11.274], [-13.875, -10.171, -12.352], [-15.122, -9.314, -11.991], [-16.396, -9.568, -12.801], [-16.288, -9.071, -14.181], [-17.555, -8.989, -12.090], [-18.776, -9.721, -12.549], [-18.267, -11.070, -12.939], [-16.723, -10.992, -12.797], [-12.052, -10.614, -11.340], [-13.436, -9.978, -10.317], [-12.540, -8.864, -11.325], [-14.237, -11.189, -12.369], [-13.386, -9.863, -13.254], [-14.951, -8.227, -12.122], [-15.333, -9.513, -10.951], [-16.131, -7.995, -14.101], [-17.296, -9.187, -14.601], [-15.547, -9.575, -14.800], [-17.483, -7.930, -12.394], [-17.498, -8.975, -11.019], [-19.264, -9.234, -13.406], [-19.540, -9.788, -11.831], [-18.550, -11.324, -13.987], [-18.641, -11.941, -12.348], [-16.239, -11.360, -13.736], [-16.402, -11.429, -11.858], [-13.164, -19.290, -9.470], [-12.523, -17.976, -8.796], [-13.206, -16.750, -9.484], [-12.694, -15.372, -8.999], [-11.216, -15.366, -9.086], [-13.140, -15.121, -7.466], [-14.001, -13.885, -7.573], [-13.457, -13.066, -8.745], [-13.181, -14.132, -9.766], [-14.208, -19.302, -9.360], [-12.634, -20.113, -8.909], [-12.913, -19.298, -10.510], [-11.445, -18.113, -9.054], [-12.634, -18.146, -7.741], [-14.262, -16.702, -9.241], [-13.058, -16.835, -10.571], [-10.919, -15.666, -10.093], [-10.734, -16.118, -8.448], [-10.763, -14.351, -8.845], [-12.190, -14.978, -6.986], [-13.612, -15.983, -7.034], [-14.045, -13.304, -6.670], [-15.018, -14.192, -7.817], [-12.532, -12.508, -8.460], [-14.163, -12.366, -9.157], [-12.512, -13.887, -10.615], [-14.103, -14.431, -10.266], [-12.209, -17.053, -3.041], [-13.318, -16.184, -2.375], [-14.658, -16.995, -2.244], [-15.828, -16.027, -1.991], [-15.900, -15.412, -0.592], [-17.210, -16.729, -2.112], [-18.173, -15.680, -2.569], [-17.298, -14.453, -3.050], [-15.881, -15.018, -3.148], [-12.469, -17.114, -4.089], [-12.075, -18.100, -2.568], [-11.276, -16.454, -3.028], [-13.503, -15.442, -3.151], [-12.896, -15.798, -1.403], [-14.523, -17.597, -1.353], [-14.925, -17.660, -3.091], [-16.813, -14.856, -0.522], [-15.042, -14.768, -0.502], [-15.905, -16.265, 0.116], [-17.447, -17.122, -1.126], [-17.163, -17.530, -2.869], [-18.846, -15.525, -1.764], [-18.780, -16.025, -3.384], [-17.364, -13.707, -2.243], [-17.619, -14.016, -4.021], [-15.025, -14.270, -3.035], [-15.758, -15.611, -4.049], [-23.951, -15.935, -7.241], [-24.570, -15.388, -8.483], [-25.510, -14.290, -8.029], [-26.445, -13.714, -9.096], [-25.681, -13.147, -10.231], [-27.243, -12.529, -8.438], [-28.525, -12.417, -9.192], [-28.774, -13.820, -9.857], [-27.566, -14.673, -9.555], [-23.238, -16.786, -7.415], [-24.747, -16.396, -6.593], [-23.517, -15.133, -6.778], [-25.164, -16.187, -8.942], [-23.831, -14.993, -9.172], [-24.869, -13.502, -7.662], [-26.106, -14.676, -7.186], [-25.003, -13.852, -10.721], [-25.105, -12.248, -9.985], [-26.440, -12.892, -10.984], [-26.633, -11.628, -8.430], [-27.416, -12.876, -7.450], [-28.309, -11.668, -9.960], [-29.331, -12.024, -8.553], [-28.789, -13.688, -10.986], [-29.730, -14.287, -9.645], [-27.315, -15.340, -10.399], [-27.756, -15.317, -8.693], [-16.798, -20.680, -8.972], [-17.004, -19.604, -10.053], [-18.508, -19.587, -10.401], [-19.091, -18.340, -11.036], [-18.971, -17.125, -10.152], [-20.497, -18.693, -11.446], [-20.943, -17.597, -12.364], [-19.592, -17.301, -13.169], [-18.468, -18.001, -12.371], [-17.211, -20.278, -8.100], [-15.737, -20.978, -8.765], [-17.252, -21.632, -9.113], [-16.477, -19.832, -10.992], [-16.668, -18.580, -9.764], [-19.093, -19.769, -9.497], [-18.725, -20.347, -11.126], [-19.672, -17.188, -9.316], [-19.202, -16.287, -10.833], [-17.983, -16.968, -9.781], [-21.143, -18.787, -10.541], [-20.552, -19.662, -11.882], [-21.179, -16.754, -11.746], [-21.745, -17.917, -12.978], [-19.384, -16.240, -13.285], [-19.674, -17.814, -14.131], [-17.547, -17.378, -12.213], [-18.306, -18.978, -12.805], [-16.399, -10.829, -8.064], [-17.860, -10.748, -8.094], [-15.877, -10.563, -9.363], [-15.779, -10.026, -7.116], [-16.087, -12.207, -7.767], [-16.932, -14.464, -10.659], [-17.425, -15.164, -11.805], [-15.845, -13.652, -10.992], [-17.968, -13.649, -10.085], [-16.491, -15.245, -9.515], [-21.714, -12.861, -9.242], [-20.904, -13.997, -8.825], [-22.586, -12.556, -8.052], [-20.696, -11.760, -9.213], [-22.444, -12.885, -10.384], [-17.132, -16.708, -6.662], [-18.527, -16.578, -7.013], [-16.379, -17.151, -7.714], [-16.728, -15.302, -6.442], [-17.005, -17.374, -5.516], [-21.725, -13.117, -4.681], [-20.318, -13.042, -5.323], [-20.014, -12.097, -6.088], [-19.574, -14.017, -5.214], [-22.301, -12.267, -5.062], [-21.749, -13.130, -3.585], [-22.195, -13.996, -5.071]]}

(2)
{"formula": "C42H94AlN8O15", "method": "ωB97M-V/def2-TZVPD", "charge": -1, "symbols": ["Al", "C", "C", "C", "C", "C", "C", "N", "O", "C", "C", "C", "H", "H", "H", "H", "H", "H", "H", "H", "H", "H", "H", "H", "H", "H", "H", "H", "H", "H", "N", "O", "O", "O", "C", "C", "C", "O", "C", "C", "C", "O", "O", "O", "H", "H", "C", "C", "C", "O", "C", "N", "H", "H", "H", "H", "H", "H", "H", "H", "H", "H", "H", "C", "C", "C", "O", "C", "N", "H", "H", "H", "H", "H", "H", "H", "H", "H", "H", "H", "C", "C", "C", "O", "C", "N", "H", "H", "H", "H", "H", "H", "H", "H", "H", "H", "H", "C", "C", "C", "O", "C", "N", "H", "H", "H", "H", "H", "H", "H", "H", "H", "H", "H", "C", "C", "C", "O", "C", "N", "H", "H", "H", "H", "H", "H", "H", "H", "H", "H", "H", "C", "C", "C", "O", "C", "N", "H", "H", "H", "H", "H", "H", "H", "H", "H", "H", "H", "C", "C", "C", "O", "H", "H", "H", "H", "H", "H", "H", "H"], "xyz": [[-0.237, 0.632, 1.316], [0.625, 4.530, -1.943], [2.096, 4.323, -2.437], [2.882, 5.629, -2.193], [4.377, 5.503, -2.225], [4.784, 4.513, -1.151], [4.239, 3.122, -1.500], [2.707, 3.192, -1.632], [2.065, 2.123, -1.612], [4.370, 2.291, -0.198], [4.952, 2.435, -2.689], [2.145, 3.833, -3.912], [-0.075, 3.726, -2.205], [0.243, 5.493, -2.297], [0.662, 4.720, -0.866], [2.621, 6.044, -1.224], [2.492, 6.364, -2.903], [4.855, 6.474, -2.095], [4.747, 5.058, -3.160], [4.342, 4.765, -0.197], [5.854, 4.548, -1.061], [4.111, 1.226, -0.313], [3.700, 2.703, 0.531], [5.382, 2.333, 0.206], [4.579, 1.440, -2.871], [5.995, 2.371, -2.315], [5.013, 3.093, -3.538], [3.098, 4.060, -4.380], [1.370, 4.362, -4.467], [1.970, 2.749, -4.032], [-2.766, 1.495, 0.183], [-3.599, 1.077, 0.906], [-2.852, 2.436, -0.589], [-1.556, 1.007, 0.332], [0.394, -3.081, 2.980], [0.722, -3.432, 4.380], [0.204, -2.158, 5.490], [0.226, -2.332, 6.746], [-0.222, -0.827, 5.078], [-0.263, -0.621, 3.803], [-0.267, -1.889, 2.688], [-0.907, -1.540, 1.572], [-0.191, 0.514, 3.314], [1.052, -4.599, 4.763], [0.472, -3.935, 2.282], [0.090, -0.012, 5.806], [-1.293, 1.903, -5.250], [-1.834, 1.922, -3.836], [-3.020, 0.981, -3.856], [-3.693, 0.876, -2.653], [-4.853, 0.087, -2.522], [-0.748, 1.577, -2.879], [-0.350, 2.508, -5.249], [-1.946, 2.362, -6.006], [-1.066, 0.888, -5.594], [-2.255, 2.926, -3.626], [-2.747, -0.051, -4.192], [-3.691, 1.402, -4.619], [-4.786, -0.892, -3.022], [-5.695, 0.692, -2.945], [-5.008, -0.026, -1.447], [0.165, 1.925, -3.080], [-0.964, 1.551, -1.893], [-1.182, -3.656, -3.021], [-1.976, -2.600, -2.161], [-2.502, -3.100, -0.777], [-3.235, -2.029, -0.231], [-3.570, -1.949, 1.207], [-1.104, -1.409, -1.962], [-1.334, -4.713, -2.791], [-0.110, -3.488, -2.891], [-1.404, -3.537, -4.115], [-2.834, -2.326, -2.756], [-1.574, -3.350, -0.223], [-3.085, -4.056, -0.850], [-3.669, -0.891, 1.348], [-2.778, -2.436, 1.801], [-4.513, -2.454, 1.290], [-1.554, -0.648, -1.439], [-0.934, -0.884, -2.840], [-6.023, -1.739, 6.849], [-5.778, -0.272, 6.548], [-4.484, -0.009, 5.718], [-4.285, 1.414, 5.615], [-3.283, 1.864, 4.694], [-6.968, 0.325, 5.940], [-6.117, -2.327, 5.949], [-6.902, -1.882, 7.494], [-5.165, -2.123, 7.350], [-5.583, 0.282, 7.458], [-4.606, -0.467, 4.706], [-3.533, -0.431, 6.111], [-2.295, 1.401, 4.870], [-3.226, 2.934, 4.792], [-3.564, 1.562, 3.650], [-6.753, 1.297, 5.809], [-7.161, -0.084, 5.044], [1.531, -7.148, -1.227], [0.569, -6.139, -0.580], [0.252, -6.412, 0.896], [-0.266, -7.712, 1.068], [-0.668, -7.939, 2.369], [1.225, -4.809, -0.630], [1.111, -8.174, -1.269], [2.465, -7.255, -0.659], [1.761, -6.806, -2.238], [-0.390, -6.221, -1.081], [-0.532, -5.649, 1.227], [1.185, -6.294, 1.493], [0.190, -7.676, 3.022], [-0.802, -9.022, 2.457], [-1.574, -7.420, 2.685], [1.009, -4.318, -1.488], [0.751, -4.168, 0.047], [1.593, 4.450, 1.924], [0.727, 3.309, 2.345], [-0.665, 3.643, 2.687], [-1.230, 4.516, 1.790], [-2.656, 4.496, 2.019], [0.664, 2.534, 1.127], [2.409, 3.924, 1.449], [2.027, 5.026, 2.717], [0.975, 5.105, 1.269], [1.158, 2.674, 3.121], [-0.648, 4.056, 3.739], [-1.225, 2.694, 2.743], [-2.844, 4.685, 3.082], [-3.015, 3.523, 1.765], [-3.073, 5.280, 1.402], [1.629, 2.473, 0.745], [0.156, 2.983, 0.370], [2.734, -1.299, -1.377], [2.201, -1.305, 0.087], [3.162, -1.595, 1.249], [3.469, -0.409, 2.053], [4.175, -0.969, 3.167], [1.218, -0.196, 0.257], [1.890, -1.463, -2.078], [3.529, -2.029, -1.610], [3.232, -0.329, -1.644], [1.576, -2.182, 0.058], [4.062, -2.065, 0.821], [2.725, -2.342, 1.915], [4.730, -1.869, 2.945], [3.424, -1.229, 3.950], [4.853, -0.209, 3.558], [1.726, 0.586, -0.183], [0.528, -0.470, -0.448], [3.040, -1.504, -4.535], [1.867, -0.608, -4.754], [2.210, 0.614, -5.605], [0.790, -1.334, -5.251], [3.926, -1.049, -4.085], [3.288, -1.901, -5.536], [2.762, -2.334, -3.911], [1.554, -0.197, -3.768], [2.882, 1.341, -5.158], [1.235, 1.055, -5.834], [2.642, 0.301, -6.584], [1.144, -1.828, -5.983]]}

(3)
{"formula": "C42H94N10O10P", "method": "ωB97M-V/def2-TZVPD", "spin_multiplicity": 2, "symbols": ["C", "C", "P", "C", "C", "C", "C", "C", "C", "C", "C", "C", "N", "O", "C", "C", "C", "C", "H", "H", "H", "H", "H", "H", "H", "H", "H", "H", "H", "H", "H", "H", "H", "H", "H", "H", "H", "H", "H", "H", "H", "H", "H", "H", "H", "H", "H", "H", "H", "C", "C", "O", "N", "C", "H", "H", "H", "H", "H", "H", "H", "C", "C", "O", "N", "C", "H", "H", "H", "H", "H", "H", "H", "C", "C", "O", "N", "C", "H", "H", "H", "H", "H", "H", "H", "C", "C", "O", "N", "C", "H", "H", "H", "H", "H", "H", "H", "C", "C", "O", "N", "C", "H", "H", "H", "H", "H", "H", "H", "C", "C", "O", "N", "C", "H", "H", "H", "H", "H", "H", "H", "C", "C", "O", "N", "C", "H", "H", "H", "H", "H", "H", "H", "C", "C", "O", "N", "C", "H", "H", "H", "H", "H", "H", "H", "C", "C", "O", "N", "C", "H", "H", "H", "H", "H", "H", "H"], "xyz": [[8.109, -0.902, 1.932], [8.690, 0.628, 1.847], [7.574, 1.873, 0.924], [7.896, 1.916, -0.957], [8.394, 3.464, -1.345], [5.724, 1.682, 1.358], [5.562, 1.597, 2.987], [6.290, 2.814, 3.816], [5.111, 0.405, 0.532], [3.470, 0.284, 0.566], [3.113, -0.653, 1.905], [3.003, -0.571, -0.753], [2.743, 1.594, 0.773], [1.449, 1.540, 0.415], [3.473, 2.777, 0.177], [3.574, 2.782, -1.460], [2.568, 4.125, 0.578], [4.968, 3.051, 0.812], [7.257, -1.027, 2.757], [9.008, -1.597, 2.242], [7.737, -1.256, 0.879], [9.738, 0.597, 1.296], [8.893, 0.978, 2.962], [6.979, 1.627, -1.626], [8.818, 1.211, -1.185], [8.635, 3.563, -2.493], [7.529, 4.174, -0.985], [9.361, 3.704, -0.690], [5.864, 0.521, 3.403], [4.396, 1.697, 3.219], [7.439, 2.927, 3.619], [5.753, 3.849, 3.665], [6.180, 2.551, 4.975], [5.410, 0.497, -0.618], [5.537, -0.645, 0.883], [2.061, -1.125, 1.691], [3.881, -1.529, 2.054], [2.996, 0.023, 2.864], [1.847, -0.685, -0.889], [3.421, -1.678, -0.593], [3.559, -0.187, -1.737], [4.256, 1.902, -1.841], [2.520, 2.837, -1.968], [4.141, 3.783, -1.778], [2.175, 3.900, 1.676], [1.647, 4.155, -0.142], [3.215, 5.101, 0.597], [5.633, 3.509, -0.066], [4.875, 3.871, 1.643], [-0.708, -4.497, -1.311], [-0.414, -3.026, -1.228], [0.692, -2.598, -0.904], [-1.415, -2.150, -1.526], [-2.771, -2.442, -1.925], [0.189, -5.063, -1.045], [-1.503, -4.760, -0.609], [-0.995, -4.765, -2.331], [-1.136, -1.178, -1.447], [-2.941, -1.989, -2.905], [-3.445, -1.984, -1.197], [-2.968, -3.514, -1.980], [-6.907, -0.542, 1.037], [-5.630, -1.192, 0.584], [-5.263, -1.164, -0.589], [-4.863, -1.827, 1.516], [-5.111, -1.973, 2.931], [-7.403, -0.079, 0.179], [-7.580, -1.293, 1.460], [-6.692, 0.236, 1.773], [-4.021, -2.238, 1.131], [-4.273, -1.524, 3.469], [-5.154, -3.040, 3.159], [-6.042, -1.496, 3.242], [-3.241, 3.505, -3.074], [-1.964, 2.856, -3.526], [-1.598, 2.883, -4.699], [-1.198, 2.220, -2.594], [-1.446, 2.075, -1.179], [-3.738, 3.969, -3.931], [-3.914, 2.755, -2.650], [-3.026, 4.284, -2.337], [-0.355, 1.810, -2.979], [-0.608, 2.523, -0.641], [-1.488, 1.007, -0.951], [-2.376, 2.551, -0.868], [-6.314, -3.884, -2.626], [-6.482, -5.029, -3.583], [-6.114, -6.169, -3.308], [-7.064, -4.781, -4.791], [-7.561, -3.526, -5.304], [-5.835, -4.242, -1.710], [-5.676, -3.115, -3.070], [-7.290, -3.466, -2.365], [-7.141, -5.604, -5.377], [-8.623, -3.649, -5.529], [-7.023, -3.301, -6.228], [-7.431, -2.706, -4.597], [-0.501, 6.044, 0.302], [-1.945, 6.319, 0.609], [-2.856, 5.669, 0.101], [-2.239, 7.325, 1.482], [-1.327, 8.198, 2.181], [-0.431, 5.215, -0.409], [-0.039, 6.926, -0.151], [0.030, 5.761, 1.215], [-3.234, 7.446, 1.635], [-1.494, 8.073, 3.254], [-1.562, 9.228, 1.900], [-0.284, 7.985, 1.947], [2.834, 2.943, 5.586], [2.731, 4.319, 4.991], [2.563, 4.499, 3.787], [2.828, 5.391, 5.828], [3.023, 5.397, 7.258], [2.738, 2.195, 4.793], [3.808, 2.813, 6.065], [2.029, 2.784, 6.308], [2.748, 6.282, 5.350], [2.178, 5.919, 7.713], [3.942, 5.948, 7.472], [3.096, 4.391, 7.672], [7.606, 6.324, -6.350], [7.599, 5.385, -5.177], [8.428, 5.463, -4.273], [6.636, 4.421, -5.128], [5.580, 4.161, -6.078], [8.432, 7.033, -6.244], [7.749, 5.764, -7.278], [6.669, 6.888, -6.385], [6.700, 3.830, -4.307], [4.625, 4.251, -5.554], [5.695, 3.137, -6.440], [5.600, 4.851, -6.922], [-5.895, -8.619, -1.636], [-5.267, -8.609, -0.271], [-5.794, -8.046, 0.686], [-4.074, -9.248, -0.105], [-3.297, -9.962, -1.090], [-6.840, -8.069, -1.606], [-5.235, -8.131, -2.357], [-6.105, -9.647, -1.945], [-3.718, -9.195, 0.842], [-3.177, -10.992, -0.744], [-2.314, -9.489, -1.153], [-3.767, -9.960, -2.074], [-10.695, -7.216, 2.086], [-10.067, -7.206, 3.451], [-10.594, -6.643, 4.408], [-8.874, -7.845, 3.617], [-8.097, -8.559, 2.632], [-11.640, -6.666, 2.116], [-10.035, -6.728, 1.365], [-10.905, -8.244, 1.777], [-8.518, -7.792, 4.564], [-7.977, -9.589, 2.978], [-7.114, -8.086, 2.569], [-8.567, -8.557, 1.648]]}

In Eh, the E values for the records above are, in order, -3965.7690 -3465.5717 -3297.8215.